DFT (ωB97M-V/def2-TZVPD) results for a single C30H39ClN4O4 molecule.

Summary:
LUMO level, Ha: 0.02015
SMILES: O=C(Nc1cccc(Cl)c1)[C@H]1[C@H]2C(=O)N(CCCN3CCCCC3)[C@H](C(=O)NC3CCCCC3)[C@]23C=C[C@H]1O3
Spin multiplicity: 1

CARTESIAN COORDINATES (ANGSTROEM)
O  -4.49451  -1.03094  2.02459
C  -3.97372  -1.37014  0.98252
N  -4.56989  -1.35221  -0.22930
C  -5.86366  -0.92901  -0.53771
C  -6.83813  -0.68888  0.42659
C  -8.10427  -0.30555  0.02002
C  -8.42835  -0.15498  -1.31756
C  -7.44915  -0.39440  -2.26812
C  -6.17875  -0.77860  -1.88900
H  -5.41509  -0.95897  -2.63052
H  -7.68460  -0.27930  -3.31531
H  -9.42314  0.14354  -1.60669
Cl  -9.31250  -0.01212  1.22162
H  -6.60558  -0.79436  1.47264
H  -3.98618  -1.49781  -1.05773
C  -2.57063  -1.99915  1.01206
H  -2.74853  -3.06075  1.21385
C  -1.54776  -1.83766  -0.12981
C  -1.74790  -0.95638  -1.35486
O  -2.68112  -1.02110  -2.14187
N  -0.68791  -0.15274  -1.48290
C  -0.50544  0.72514  -2.61199
C  -0.71437  2.20894  -2.28529
H  -0.95459  2.71522  -3.22175
H  -1.58042  2.30220  -1.63046
C  0.49913  2.92629  -1.68208
N  0.69593  2.68336  -0.25941
C  -0.25592  3.41850  0.56115
C  -0.12824  3.01174  2.02475
C  1.28410  3.29756  2.52130
C  2.27541  2.57930  1.61387
C  2.05557  2.98769  0.15939
H  2.74622  2.43557  -0.48585
H  2.27551  4.06486  0.04938
H  3.30332  2.80988  1.90061
H  2.12290  1.50238  1.71415
H  1.40241  2.96156  3.55257
H  1.47480  4.37334  2.49212
H  -0.85984  3.56422  2.61555
H  -0.34977  1.94701  2.11487
H  -1.26505  3.19320  0.21478
H  -0.09446  4.50779  0.46060
H  0.39680  4.00901  -1.87331
H  1.39525  2.58498  -2.20889
H  0.49117  0.55568  -3.02820
H  -1.25059  0.41562  -3.34958
C  0.32018  -0.27229  -0.45032
C  -0.38237  -1.10040  0.60914
C  0.26231  -2.13260  1.50732
C  -0.61461  -2.30916  2.48866
H  -0.59702  -2.99667  3.31020
C  -1.75416  -1.35947  2.18979
H  -2.36996  -1.01312  3.01389
O  -1.09182  -0.29391  1.53902
H  1.17838  -2.64609  1.29587
H  0.55310  0.73885  -0.07592
C  1.59026  -0.94697  -0.98357
O  1.64048  -1.51162  -2.05457
N  2.63308  -0.82823  -0.14100
H  2.50214  -0.35116  0.73790
C  3.95315  -1.36334  -0.40957
C  4.30168  -2.47592  0.58151
C  5.69659  -3.02455  0.29610
C  6.73546  -1.90978  0.36323
C  6.38944  -0.80266  -0.62737
C  4.99681  -0.24759  -0.34344
H  4.74675  0.52905  -1.06890
H  4.97763  0.20141  0.65337
H  6.41766  -1.20285  -1.64282
H  7.12541  0.00081  -0.56270
H  6.76242  -1.49772  1.37464
H  7.72504  -2.31153  0.13954
H  5.70957  -3.47285  -0.69937
H  5.93882  -3.80564  1.01900
H  3.56448  -3.27760  0.50358
H  4.26528  -2.07574  1.59853
H  3.91049  -1.77473  -1.42322
H  -1.23511  -2.81546  -0.50927